Here is C17H47Br4O17P4Pb as an isolated structure at a distorted geometry from OMol25. Energies are from wB97M-V/def2-TZVPD.

Geometry as XYZ:
```
90
Properties=species:S:1:pos:R:3:forces:R:3:lowdin_charge:R:1
Pb -4.063676 -4.756621 -2.728088 0.51 0.27 0.25 1.097
C 0.185794 -1.373531 -0.635188 -1.16 0.00 -1.18 -0.241
O -0.423416 -2.442041 -1.228178 0.66 -0.08 0.48 -0.136
H -0.031456 -1.228711 0.423072 -0.66 -0.27 0.76 0.104
H 1.273734 -1.341201 -0.576468 0.47 -0.58 -0.45 0.084
H -0.236996 -0.490911 -1.115138 0.26 0.65 0.12 0.079
Br 3.919694 -1.767951 4.861992 -0.66 -0.38 0.00 0.562
C 3.479384 -3.562461 4.164692 2.25 0.61 0.30 -0.633
C 4.707574 -4.030811 3.362592 0.17 -1.24 -0.10 -0.641
Br 6.577554 -4.097161 4.206382 -1.74 0.25 -0.29 0.508
H 2.552744 -3.517671 3.592472 0.32 0.03 -0.10 0.059
H 3.414734 -4.286401 4.977002 -0.38 0.53 0.27 0.060
H 4.927954 -3.612351 2.380542 -0.40 0.32 0.34 0.044
H 4.478184 -5.090871 3.254112 0.44 -0.12 -0.42 0.040
Br 2.854684 0.558139 -5.377418 -0.48 -0.61 -0.22 0.591
C 3.264104 -1.388761 -5.487668 1.00 0.82 -0.09 -0.633
C 4.663004 -1.430731 -4.856798 0.25 -1.49 0.17 -0.658
Br 5.616424 -3.098631 -5.510868 -0.38 0.85 0.08 0.535
H 3.402234 -1.688031 -6.526638 -0.29 0.48 -0.06 0.040
H 2.412294 -1.943691 -5.094488 0.50 0.07 0.49 0.056
H 4.791354 -1.604211 -3.788378 -0.72 0.36 -0.06 0.040
H 5.227734 -0.538231 -5.126268 0.12 -0.49 -0.30 0.028
C 1.920074 -7.770611 -3.362718 0.77 -0.41 0.52 -0.103
O 1.351244 -9.005351 -3.761238 -2.42 -1.04 -1.62 -0.245
P -0.115866 -9.145171 -4.491788 1.74 -0.68 1.62 0.436
O -1.188956 -8.476371 -3.731638 0.11 0.00 -0.89 -0.267
O 0.202784 -8.603671 -5.968588 0.69 -1.18 0.65 -0.226
C -0.621226 -9.082681 -7.046418 -1.57 0.80 0.61 -0.083
O -0.371106 -10.754961 -4.556048 1.45 1.04 -0.32 -0.222
C 0.734184 -11.684471 -4.804708 0.22 -0.61 -0.30 -0.080
H 1.993524 -7.844901 -2.277728 -0.09 0.51 0.03 0.090
H 1.393404 -6.870271 -3.679128 -0.09 -0.20 -0.07 0.088
H 2.936094 -7.814801 -3.754978 -0.04 0.51 -0.07 0.092
H -1.335846 -9.791181 -6.627548 -0.13 -0.07 -0.29 0.080
H -0.164056 -9.551471 -7.917808 0.78 0.32 0.43 0.097
H -1.149776 -8.162331 -7.294788 -0.27 -0.40 -0.77 0.091
H 0.375694 -12.603491 -5.268378 -0.75 0.23 0.14 0.087
H 1.247844 -12.008891 -3.899728 -0.32 0.52 0.28 0.089
H 1.505904 -11.367131 -5.506028 -0.20 0.84 0.07 0.088
C -6.938226 2.849819 0.296882 -0.20 1.61 -0.55 -0.104
O -6.688876 1.621379 -0.346558 1.80 -1.74 -1.31 -0.215
P -5.894716 1.508869 -1.772708 -1.53 -0.27 -0.64 0.472
O -5.816426 0.156049 -2.395058 0.13 1.06 1.50 -0.264
O -4.513956 2.310659 -1.655878 -1.54 -1.31 1.39 -0.188
C -3.981666 2.925869 -2.771288 0.41 2.34 -2.18 -0.138
O -6.813416 2.464319 -2.691838 3.68 1.37 1.57 -0.243
C -7.878726 1.977589 -3.366038 -2.67 -0.54 -0.28 -0.149
H -6.390356 3.627299 -0.235518 0.13 0.23 0.35 0.084
H -6.689956 2.878619 1.357842 0.26 -0.53 -0.19 0.096
H -7.988466 3.120149 0.187302 -0.11 -0.27 0.03 0.093
H -4.704756 3.116879 -3.564228 -0.34 -0.53 0.03 0.085
H -3.117926 2.486679 -3.270448 0.02 -0.65 0.68 0.095
H -3.725666 3.954919 -2.519038 0.38 -0.09 0.43 0.098
H -7.740886 1.920729 -4.445788 0.31 -0.45 0.08 0.098
H -8.687146 2.691099 -3.206478 -0.25 -0.03 -0.09 0.096
H -8.162846 1.052839 -2.863818 -0.42 -0.37 -0.83 0.089
C -1.720516 6.837769 6.641782 0.87 0.68 -0.03 -0.096
O -1.623956 5.406489 6.506432 -0.31 -0.32 -0.77 -0.251
P -2.857486 4.695609 5.739442 -1.47 1.77 0.95 0.524
O -3.157246 5.282959 4.370162 0.54 -2.00 3.14 -0.260
O -2.549496 3.113929 5.986192 -2.94 2.39 0.16 -0.217
C -1.491206 2.584629 5.302402 2.53 -0.09 -0.67 -0.152
O -4.009826 4.983179 6.903472 1.08 -0.12 -2.45 -0.253
C -3.801766 4.600259 8.266532 -0.65 -0.67 -0.33 -0.102
H -2.646246 7.296089 6.293832 -0.14 -0.48 -0.01 0.090
H -0.902996 7.300089 6.088592 -0.03 -0.18 -0.25 0.088
H -1.538436 7.130819 7.675742 -0.27 -0.40 0.15 0.090
H -1.482716 2.794369 4.232802 -0.40 -0.10 -0.15 0.089
H -1.415446 1.510869 5.473842 -0.05 0.17 0.11 0.097
H -0.651206 3.139559 5.720202 0.87 -0.72 -0.24 0.089
H -2.755376 4.465579 8.540452 -0.04 0.14 -0.12 0.088
H -4.345686 3.658339 8.337522 0.23 -0.11 0.58 0.087
H -4.297556 5.339799 8.895312 0.19 0.04 -0.08 0.092
C 2.518624 5.604899 0.897312 -2.66 -0.42 0.89 -0.163
O 3.809994 5.982759 0.592362 1.54 -0.52 0.01 -0.196
P 4.922584 5.407589 1.617232 2.52 1.84 -0.73 0.547
O 4.549684 5.169199 3.030002 -0.02 0.05 -1.65 -0.221
O 5.535334 4.154089 0.773142 0.83 1.94 0.79 -0.196
C 4.815344 2.964389 0.812412 -2.13 -1.13 0.15 -0.139
O 6.093554 6.634889 1.399422 -1.73 -5.57 -1.71 -0.219
C 5.807294 7.816479 1.991162 0.07 2.18 1.99 -0.192
H 2.408904 4.591549 1.283572 0.47 0.17 0.94 0.068
H 1.785674 5.465549 0.102662 0.68 0.97 -1.04 0.092
H 2.135864 6.369019 1.573862 -0.46 -0.46 0.25 0.101
H 5.101974 2.246569 1.580962 0.48 0.30 0.07 0.098
H 4.729974 2.438089 -0.138288 0.92 0.32 -0.31 0.094
H 3.762574 3.185579 0.988012 -0.14 -0.10 0.36 0.058
H 6.536264 7.901129 2.797102 -0.16 0.53 0.33 0.094
H 4.811494 7.861039 2.432172 -0.12 0.11 -0.01 0.083
H 5.948484 8.673669 1.332842 -0.09 -0.19 -0.32 0.094
```
Forces are in eV/Å.

M = 1174.258 g mol⁻¹
Charge = +1
LUMO = -0.27261 hartree
Kohn-Sham gap = 3.2 eV
Energy = -13809.0384 Ha